Formula: C34H33N7O5OsPS4
Source: the Open Molecules 2025 dataset
Level of theory: the ωB97M-V functional and the def2-TZVPD basis

For the relative energy (zero: lowest compared OMol25 entry of this formula, charge and spin), the calculation gives 29.6 kcal/mol. The maximum force comes out at 1.066 eV Å⁻¹. As for the total charge: +1. As for the HOMO energy: -10.1 eV. For the orbital gap, the calculation gives 0.261 Ha.

Positions of all 85 atoms, in Å:
Os1 -0.462 -0.435 -0.285
C1 5.237 -0.311 1.588
N1 3.879 -0.812 1.463
C2 3.385 -1.964 2.018
C3 2.072 -2.045 1.644
N2 1.762 -0.973 0.867
C4 2.853 -0.248 0.778
P1 2.860 1.231 -0.267
C5 1.379 1.926 0.508
N3 0.218 1.310 0.689
C6 -0.596 2.150 1.399
C7 0.102 3.286 1.676
N4 1.345 3.137 1.113
C8 2.425 4.113 1.182
C9 2.151 0.320 -1.674
N5 1.035 -0.414 -1.704
C10 1.066 -1.170 -2.846
C11 2.213 -0.889 -3.511
N6 2.885 0.052 -2.776
C12 4.156 0.636 -3.180
H1 5.816 -1.027 2.164
H2 5.250 0.647 2.104
H3 5.696 -0.203 0.606
H4 3.999 -2.604 2.626
H5 1.343 -2.797 1.893
H6 -1.612 1.884 1.628
H7 -0.177 4.178 2.206
H8 2.044 5.001 1.678
H9 2.754 4.380 0.181
H10 3.262 3.719 1.754
H11 0.260 -1.827 -3.114
H12 2.589 -1.253 -4.451
H13 4.925 -0.133 -3.201
H14 4.441 1.418 -2.481
H15 4.046 1.072 -4.171
C13 0.768 -2.029 7.240
C14 0.158 -1.988 5.869
C15 -0.698 -3.004 5.450
C16 -1.289 -2.971 4.199
C17 -1.016 -1.901 3.358
C18 -0.168 -0.873 3.749
C19 0.413 -0.926 5.003
S1 -1.692 -1.902 1.744
O1 -1.950 -0.485 1.366
O2 -2.764 -2.842 1.702
N7 -0.502 -2.196 0.692
C20 -0.553 -3.407 -0.103
C21 -1.114 -3.023 -1.470
O3 -1.265 -3.813 -2.369
O4 -1.392 -1.747 -1.550
H16 1.106 -3.034 7.489
H17 0.033 -1.737 7.992
H18 1.614 -1.349 7.320
H19 -0.910 -3.831 6.116
H20 -1.968 -3.749 3.880
H21 0.029 -0.044 3.080
H22 1.068 -0.125 5.323
H23 -1.193 -4.169 0.345
H24 0.453 -3.817 -0.219
O5 -1.740 0.749 -0.982
C22 -2.399 0.891 -2.254
C23 -2.674 2.400 -2.291
C24 -1.883 3.375 -1.759
C25 -2.344 4.686 -2.046
C26 -3.485 4.674 -2.787
S2 -3.984 3.084 -3.163
C27 -1.569 0.550 -3.476
C28 -0.675 1.393 -4.087
C29 -0.146 0.874 -5.290
C30 -0.684 -0.342 -5.598
S3 -1.780 -0.876 -4.415
C31 -3.712 0.125 -2.175
C32 -4.311 -0.296 -1.023
C33 -5.579 -0.889 -1.245
C34 -5.926 -0.896 -2.561
S4 -4.723 -0.181 -3.535
H25 -0.997 3.156 -1.182
H26 -1.863 5.590 -1.704
H27 -4.063 5.516 -3.130
H28 -0.439 2.374 -3.702
H29 0.562 1.396 -5.917
H30 -0.488 -0.955 -6.462
H31 -3.855 -0.188 -0.053
H32 -6.198 -1.303 -0.463
H33 -6.817 -1.296 -3.015

Atoms 1-2, force components in eV/Å:
0.8 0.1 0.7
0.1 0.0 0.0

***

Formula: C34H34BrN3O4RuSe
Source: the Open Molecules 2025 dataset
Level of theory: the ωB97M-V functional and the def2-TZVPD basis

For the relative energy (zero: lowest compared OMol25 entry of this formula, charge and spin), the calculation gives 54.2 kcal/mol. As for the spin multiplicity: 2. The maximum force comes out at 3.995 eV Å⁻¹. As for the total charge: -1. As for the HOMO energy (alpha / beta): -3.7 / -3.9 eV. For the orbital gap (alpha / beta), the calculation gives 0.206 / 0.216 Ha.

Positions of all 78 atoms, in Å:
Ru1 0.356 0.535 -0.403
C1 -0.332 4.731 -1.335
C2 -0.048 3.259 -1.582
O1 0.813 2.696 -0.847
C3 -0.754 2.642 -2.632
C4 -0.640 1.315 -3.042
C5 -1.452 0.794 -4.198
N1 0.144 0.418 -2.420
N2 0.475 -0.699 -3.015
C6 0.834 -1.696 -2.195
O2 0.538 -1.638 -0.927
C7 1.511 -2.851 -2.721
C8 1.944 -2.935 -4.056
C9 2.616 -4.050 -4.502
C10 2.884 -5.114 -3.643
C11 2.453 -5.044 -2.323
C12 1.784 -3.935 -1.867
H1 0.389 5.134 -0.627
H2 -1.336 4.853 -0.931
H3 -0.267 5.284 -2.270
H4 -1.467 3.260 -3.163
H5 -2.094 1.570 -4.607
H6 -2.070 -0.041 -3.862
H7 -0.785 0.410 -4.970
H8 1.755 -2.100 -4.712
H9 2.943 -4.107 -5.533
H10 3.441 -5.977 -3.987
H11 2.649 -5.864 -1.643
H12 1.480 -3.861 -0.833
C13 -2.688 -1.503 2.772
N3 -1.871 -2.095 1.704
C14 -2.203 -1.490 0.406
C15 -0.391 -2.029 1.989
C16 0.078 -0.707 2.538
C17 0.219 -0.568 3.917
C18 0.699 0.610 4.456
C19 1.042 1.659 3.612
C20 0.922 1.511 2.243
C21 0.443 0.327 1.662
H13 -3.742 -1.650 2.549
H14 -2.502 -0.432 2.803
H15 -2.452 -1.949 3.737
H16 -2.102 -3.091 1.644
H17 -1.871 -0.444 0.394
H18 -3.278 -1.488 0.242
H19 -1.690 -2.016 -0.398
H20 0.124 -2.214 1.041
H21 -0.165 -2.828 2.701
H22 -0.034 -1.397 4.571
H23 0.827 0.711 5.524
H24 1.418 2.589 4.023
H25 1.243 2.320 1.587
Br1 -3.935 7.359 2.941
C22 -3.605 5.656 2.124
C23 -2.337 5.099 2.208
C24 -2.116 3.857 1.643
C25 -3.155 3.170 1.019
C26 -4.412 3.763 0.927
C27 -4.644 5.011 1.473
C28 -2.930 1.765 0.492
O3 -3.839 0.937 0.645
O4 -1.801 1.558 -0.020
H26 -1.542 5.626 2.716
H27 -1.134 3.402 1.685
H28 -5.205 3.223 0.433
H29 -5.617 5.480 1.407
Se1 3.121 0.674 -0.907
C29 3.560 -1.048 -0.217
C30 4.188 -2.001 -1.013
C31 4.505 -3.238 -0.486
C32 4.199 -3.539 0.833
C33 3.591 -2.583 1.632
C34 3.285 -1.340 1.116
H30 4.411 -1.765 -2.043
H31 4.998 -3.976 -1.106
H32 4.433 -4.518 1.236
H33 3.370 -2.802 2.668
H34 2.815 -0.582 1.726

Atoms 1-2, force components in eV/Å:
3.1 0.0 -1.9
0.4 -0.2 -0.2

***

Formula: C34H34Cl3N6O4Ti
Source: the Open Molecules 2025 dataset
Level of theory: the ωB97M-V functional and the def2-TZVPD basis

For the relative energy (zero: lowest compared OMol25 entry of this formula, charge and spin), the calculation gives 0.0 kcal/mol. As for the spin multiplicity: 2. The maximum force comes out at 0.407 eV Å⁻¹. As for the total charge: +2. As for the HOMO energy (alpha / beta): -12.7 / -12.7 eV. For the orbital gap (alpha / beta), the calculation gives 0.246 / 0.249 Ha.

Positions of all 82 atoms, in Å:
Ti1 0.672 0.385 0.175
C1 -3.512 0.102 2.203
N1 -3.311 1.006 1.070
C2 -4.533 1.462 0.413
C3 -2.099 1.333 0.682
O1 -1.067 0.917 1.259
C4 -1.871 2.252 -0.511
O2 -0.487 2.562 -0.542
C5 -0.120 3.638 0.310
C6 1.110 3.247 1.116
O3 1.492 2.055 1.103
N2 1.742 4.173 1.806
C7 2.943 3.840 2.573
C8 1.310 5.567 1.904
H1 -4.068 0.620 2.984
H2 -2.554 -0.228 2.591
H3 -4.092 -0.760 1.875
H4 -5.149 2.011 1.125
H5 -5.095 0.597 0.063
H6 -4.325 2.101 -0.438
H7 -2.476 3.157 -0.463
H8 -2.105 1.721 -1.434
H9 -0.926 3.878 1.009
H10 0.086 4.517 -0.302
H11 3.332 2.879 2.258
H12 2.708 3.808 3.637
H13 3.692 4.611 2.401
H14 0.306 5.710 1.518
H15 1.997 6.213 1.359
H16 1.313 5.862 2.951
N3 -4.578 -8.213 2.784
C9 -3.982 -7.283 2.470
C10 -3.236 -6.116 2.082
C11 -3.909 -4.966 1.675
C12 -3.191 -3.846 1.300
C13 -1.798 -3.849 1.344
C14 -1.132 -5.003 1.756
C15 -1.844 -6.133 2.114
C16 -1.021 -2.642 0.965
C17 -1.211 -2.113 -0.326
C18 -2.019 -2.657 -1.347
C19 -1.932 -1.809 -2.437
C20 -1.059 -0.787 -2.064
N4 -0.609 -0.951 -0.802
C21 -0.155 -2.111 1.918
C22 -0.036 -2.508 3.276
C23 0.913 -1.693 3.854
C24 1.359 -0.832 2.839
N5 0.729 -1.064 1.682
H17 -4.991 -4.961 1.654
H18 -3.712 -2.955 0.974
H19 -0.050 -5.014 1.780
H20 -1.329 -7.033 2.422
H21 -2.579 -3.576 -1.285
H22 -2.418 -1.920 -3.393
H23 -0.745 0.054 -2.664
H24 -0.598 -3.292 3.757
H25 1.258 -1.705 4.875
H26 2.106 -0.055 2.917
C25 2.233 -0.937 -2.989
C26 1.895 0.504 -2.762
O4 1.385 0.856 -1.686
C27 2.137 1.497 -3.801
C28 2.827 1.170 -4.972
C29 3.045 2.130 -5.942
C30 2.567 3.421 -5.759
C31 1.870 3.756 -4.601
C32 1.661 2.803 -3.626
H27 1.895 -1.540 -2.151
H28 3.313 -1.053 -3.113
H29 1.761 -1.293 -3.905
H30 3.200 0.166 -5.125
H31 3.585 1.875 -6.843
H32 2.735 4.170 -6.522
H33 1.494 4.762 -4.473
H34 1.115 3.039 -2.722
Cl1 4.881 -2.736 1.889
C33 5.027 -1.811 0.395
Cl2 5.118 -2.886 -1.001
Cl3 6.418 -0.732 0.451
C34 3.822 -0.995 0.258
N6 2.870 -0.368 0.182

Atoms 1-2, force components in eV/Å:
-0.2 -0.1 0.4
0.0 0.0 0.0

***

- Which value of relative energy (zero: lowest compared OMol25 entry of this formula, charge and spin) does entry 3 give?
  0.0 kcal/mol

***

What did the first record say?
Formula: C34H33N7O5OsPS4
Source: the Open Molecules 2025 dataset
Level of theory: the ωB97M-V functional and the def2-TZVPD basis

For the relative energy (zero: lowest compared OMol25 entry of this formula, charge and spin), the calculation gives 29.6 kcal/mol. The maximum force comes out at 1.066 eV Å⁻¹. As for the total charge: +1. As for the HOMO energy: -10.1 eV. For the orbital gap, the calculation gives 0.261 Ha.

Positions of all 85 atoms, in Å:
Os1 -0.462 -0.435 -0.285
C1 5.237 -0.311 1.588
N1 3.879 -0.812 1.463
C2 3.385 -1.964 2.018
C3 2.072 -2.045 1.644
N2 1.762 -0.973 0.867
C4 2.853 -0.248 0.778
P1 2.860 1.231 -0.267
C5 1.379 1.926 0.508
N3 0.218 1.310 0.689
C6 -0.596 2.150 1.399
C7 0.102 3.286 1.676
N4 1.345 3.137 1.113
C8 2.425 4.113 1.182
C9 2.151 0.320 -1.674
N5 1.035 -0.414 -1.704
C10 1.066 -1.170 -2.846
C11 2.213 -0.889 -3.511
N6 2.885 0.052 -2.776
C12 4.156 0.636 -3.180
H1 5.816 -1.027 2.164
H2 5.250 0.647 2.104
H3 5.696 -0.203 0.606
H4 3.999 -2.604 2.626
H5 1.343 -2.797 1.893
H6 -1.612 1.884 1.628
H7 -0.177 4.178 2.206
H8 2.044 5.001 1.678
H9 2.754 4.380 0.181
H10 3.262 3.719 1.754
H11 0.260 -1.827 -3.114
H12 2.589 -1.253 -4.451
H13 4.925 -0.133 -3.201
H14 4.441 1.418 -2.481
H15 4.046 1.072 -4.171
C13 0.768 -2.029 7.240
C14 0.158 -1.988 5.869
C15 -0.698 -3.004 5.450
C16 -1.289 -2.971 4.199
C17 -1.016 -1.901 3.358
C18 -0.168 -0.873 3.749
C19 0.413 -0.926 5.003
S1 -1.692 -1.902 1.744
O1 -1.950 -0.485 1.366
O2 -2.764 -2.842 1.702
N7 -0.502 -2.196 0.692
C20 -0.553 -3.407 -0.103
C21 -1.114 -3.023 -1.470
O3 -1.265 -3.813 -2.369
O4 -1.392 -1.747 -1.550
H16 1.106 -3.034 7.489
H17 0.033 -1.737 7.992
H18 1.614 -1.349 7.320
H19 -0.910 -3.831 6.116
H20 -1.968 -3.749 3.880
H21 0.029 -0.044 3.080
H22 1.068 -0.125 5.323
H23 -1.193 -4.169 0.345
H24 0.453 -3.817 -0.219
O5 -1.740 0.749 -0.982
C22 -2.399 0.891 -2.254
C23 -2.674 2.400 -2.291
C24 -1.883 3.375 -1.759
C25 -2.344 4.686 -2.046
C26 -3.485 4.674 -2.787
S2 -3.984 3.084 -3.163
C27 -1.569 0.550 -3.476
C28 -0.675 1.393 -4.087
C29 -0.146 0.874 -5.290
C30 -0.684 -0.342 -5.598
S3 -1.780 -0.876 -4.415
C31 -3.712 0.125 -2.175
C32 -4.311 -0.296 -1.023
C33 -5.579 -0.889 -1.245
C34 -5.926 -0.896 -2.561
S4 -4.723 -0.181 -3.535
H25 -0.997 3.156 -1.182
H26 -1.863 5.590 -1.704
H27 -4.063 5.516 -3.130
H28 -0.439 2.374 -3.702
H29 0.562 1.396 -5.917
H30 -0.488 -0.955 -6.462
H31 -3.855 -0.188 -0.053
H32 -6.198 -1.303 -0.463
H33 -6.817 -1.296 -3.015

Atoms 1-2, force components in eV/Å:
0.8 0.1 0.7
0.1 0.0 0.0

***

- What is the formula in the second record?
  C34H34BrN3O4RuSe

***

- Which value of relative energy (zero: lowest compared OMol25 entry of this formula, charge and spin) does entry 2 give?
  54.2 kcal/mol